(1)
Density functional theory data (ωB97M-V/def2-TZVPD) for a cluster of 2 separate species, C3H4ClNS in total.

The LUMO energy (spin up / spin down) comes out at 0.03055 / -0.09177 Eh. As for the orbital gap (spin up / spin down): 7.803 / 6.323 eV. The expectation value of S² is 2.013. The calculation puts the energy above the lowest of the compared OMol25 structures with the same formula, charge and spin at 193.7 kJ/mol. The calculation puts the HOMO energy (spin up / spin down) at -6.97 / -8.82 eV. As for the spin multiplicity: 3.

Geometry as XYZ:
```
10
Properties=species:S:1:pos:R:3:forces:R:3
Cl 0.442172 -2.202078 -1.071768 0.741 -0.527 -3.349
S 2.056977 1.337443 0.322123 -0.403 -0.133 -0.649
N 1.013806 -1.712496 1.526128 2.013 1.289 1.386
C 1.579151 1.229543 -1.334133 -0.388 -0.350 -1.282
C 0.382718 1.031872 -1.931981 0.427 0.912 -0.183
C 0.466961 -1.826243 0.463882 -2.207 -0.355 2.378
H -0.487734 0.826771 -1.401934 -1.391 -0.292 1.274
H 2.004682 -1.395462 1.675339 -0.638 -0.687 -0.334
H 2.334083 1.338601 -2.093511 0.855 0.697 0.232
H 0.130563 1.302599 -2.977394 0.992 -0.553 0.527
```
Forces are in eV/Å.

Atomic partial charges in e from the Mulliken method, atoms 1 to 8: -0.09, -0.09, -0.42, -0.13, -0.70, 0.32, 0.39, 0.22

(2)
Density functional theory data (ωB97M-V/def2-TZVPD) for an isolated molecule of C3H4ClNS2.

As for the SMILES: N/C=C(/Cl)C(=S)S. The LUMO energy comes out at -0.01468 Eh. As for the orbital gap: 8.075 eV. The calculation puts the energy above the lowest of the compared OMol25 structures with the same formula, charge and spin at 0.0 kJ/mol. The calculation puts the HOMO energy at -8.47 eV.

Geometry as XYZ:
```
11
Properties=species:S:1:pos:R:3:forces:R:3
Cl 0.324909 -2.354549 -0.038473 -0.002 0.262 0.069
S 1.787162 -0.550330 2.262816 -0.064 -0.137 -0.094
S 0.616128 1.835554 1.185861 0.008 -0.279 -0.025
N -1.069870 1.135148 -1.204375 0.356 -0.181 0.420
C -0.701369 -0.119548 -0.965969 -0.408 -0.626 -0.501
C 0.110939 -0.598383 0.037718 0.012 -0.161 -0.105
C 0.758115 0.172204 1.049860 -0.045 0.170 -0.068
H 1.702205 -1.844733 1.894987 -0.028 0.194 0.003
H -1.124078 -0.874472 -1.669370 0.426 0.681 0.643
H -1.679612 1.331109 -1.966727 -0.223 0.108 -0.283
H -0.724529 1.867998 -0.586328 -0.031 -0.031 -0.059
```
Forces are in eV/Å.

Atomic partial charges in e from the Mulliken method, atoms 1 to 8: -0.28, -0.15, -0.47, -0.23, 0.00, 0.01, 0.42, 0.11

(3)
Density functional theory data (ωB97M-V/def2-TZVPD) for a structure of composition C3H4CrO3.

As for the charge: +1. The LUMO energy (spin up / spin down) comes out at -0.19688 / -0.20642 Eh. As for the orbital gap (spin up / spin down): 8.852 / 9.141 eV. The expectation value of S² is 8.785. The calculation puts the energy above the lowest of the compared OMol25 structures with the same formula, charge and spin at 431.6 kJ/mol. The calculation puts the HOMO energy (spin up / spin down) at -14.21 / -14.76 eV. As for the spin multiplicity: 6.

Geometry as XYZ:
```
11
Properties=species:S:1:pos:R:3:forces:R:3
Cr 0.242364 1.441762 0.042071 -0.069 0.915 -0.204
O 0.096926 -0.755192 0.076086 0.112 0.659 0.063
O -0.883709 2.812224 -0.158910 0.001 -0.809 0.161
O 1.915310 0.171169 -0.068252 0.516 0.794 0.131
C -2.128505 -1.649025 0.224835 0.596 -0.150 0.275
C 1.400732 -1.044939 -0.007482 0.067 -1.232 -0.003
C -0.834355 -1.759521 0.031127 -1.208 -0.400 -0.262
H 2.883650 0.191943 -0.114837 0.044 -0.261 -0.002
H -1.813290 2.853371 0.062566 -0.268 0.444 -0.003
H -2.537977 -0.756857 0.713560 0.021 -0.185 -0.272
H -2.790253 -2.486511 0.008191 0.188 0.225 0.116
```
Forces are in eV/Å.

Atomic partial charges in e from the Mulliken method, atoms 1 to 8: 1.26, -0.05, -0.80, -0.26, -0.48, -0.15, 0.28, 0.40

(4)
Density functional theory data (ωB97M-V/def2-TZVPD) for a structure of composition C3H4CuO.

The LUMO energy (spin up / spin down) comes out at -0.03419 / -0.03149 Eh. As for the orbital gap (spin up / spin down): 8.342 / 7.595 eV. The expectation value of S² is 0.765. The calculation puts the energy above the lowest of the compared OMol25 structures with the same formula, charge and spin at 144.6 kJ/mol. The calculation puts the HOMO energy (spin up / spin down) at -9.27 / -8.45 eV. As for the spin multiplicity: 2.

Geometry as XYZ:
```
9
Properties=species:S:1:pos:R:3:forces:R:3
Cu -1.589615 0.639487 1.521994 1.739 0.486 1.131
O -0.243693 1.142614 2.947372 -1.433 -0.524 -1.339
C 0.350651 -0.895392 0.009364 0.984 0.739 0.055
C -0.266796 0.254029 -0.787170 -0.964 0.812 -0.046
C 1.043935 -0.453448 -0.994765 -0.864 -1.214 0.054
H -1.270708 0.058769 -1.194603 0.704 -0.428 -1.056
H -0.167449 1.348626 -0.712551 0.034 -0.278 1.245
H 1.918578 -0.513996 -1.633817 -0.396 -0.054 0.152
H 0.225099 -1.580688 0.844176 0.196 0.461 -0.195
```
Forces are in eV/Å.

Atomic partial charges in e from the Mulliken method, atoms 1 to 8: 0.46, -0.55, -0.07, -0.92, -0.31, 0.36, 0.31, 0.35

(5)
Density functional theory data (ωB97M-V/def2-TZVPD) for a structure of composition C3H4CuO2.

The LUMO energy (spin up / spin down) comes out at -0.01540 / -0.01472 Eh. As for the orbital gap (spin up / spin down): 6.433 / 7.309 eV. The expectation value of S² is 0.756. The calculation puts the energy above the lowest of the compared OMol25 structures with the same formula, charge and spin at 451.9 kJ/mol. The calculation puts the HOMO energy (spin up / spin down) at -6.85 / -7.71 eV. As for the spin multiplicity: 2.

Geometry as XYZ:
```
10
Properties=species:S:1:pos:R:3:forces:R:3
Cu 1.904777 -0.751774 -0.342066 -0.404 -0.757 -0.536
O 0.779146 1.059189 -0.887365 1.167 0.246 0.692
O 0.321657 -0.884554 1.000377 -0.855 -0.544 -0.478
C 0.352882 -2.140964 0.016688 -1.928 1.343 0.928
C -0.649977 0.019592 0.670318 1.158 1.280 -0.009
C -0.228576 1.157363 0.073127 -1.787 -0.610 -0.785
H -1.729448 -0.152417 0.757252 0.447 -0.152 1.073
H -0.829270 -2.257181 0.038334 2.170 -0.568 -0.791
H -0.818908 2.072241 0.047921 -0.040 -0.341 -0.345
H 0.897719 1.878508 -1.374589 0.070 0.103 0.249
```
Forces are in eV/Å.

Atomic partial charges in e from the Mulliken method, atoms 1 to 8: 0.25, -0.43, -0.43, -0.41, 0.07, -0.24, 0.35, 0.20

(6)
Density functional theory data (ωB97M-V/def2-TZVPD) for a structure of composition C3H4DyLiO4.

As for the charge: +1. The LUMO energy (spin up / spin down) comes out at -0.13944 / -0.17819 Eh. As for the orbital gap (spin up / spin down): 8.633 / 7.870 eV. The expectation value of S² is 12.025. The calculation puts the HOMO energy (spin up / spin down) at -12.43 / -12.72 eV. As for the spin multiplicity: 7.

Geometry as XYZ:
```
13
Properties=species:S:1:pos:R:3:forces:R:3
Dy 0.489769 -0.855048 -2.654870 -0.491 -0.200 2.473
O -0.011594 -1.397361 -0.528645 0.476 -0.160 -2.163
O 0.508499 1.017694 0.095612 -0.282 -0.476 -0.529
O -1.730552 1.407111 -0.020454 0.531 -1.114 -0.959
O -0.544588 1.041885 -1.857518 -0.415 -0.466 -1.241
C -0.672458 1.031863 -0.565267 0.061 2.542 1.272
C 0.720405 -1.295317 0.646593 0.299 -0.084 0.636
C 0.548580 0.118471 1.210762 -0.516 -0.185 0.601
Li -2.441091 1.823533 -1.871625 0.446 -0.147 0.747
H 1.803310 -1.492614 0.519343 -0.249 -0.010 -0.208
H -0.412378 0.187578 1.740508 0.332 0.111 -0.025
H 1.373054 0.421045 1.867690 -0.287 0.005 -0.256
H 0.369044 -2.008840 1.417870 0.095 0.183 -0.347
```
Forces are in eV/Å.

Atomic partial charges in e from the Mulliken method, atoms 1 to 8: 1.36, -0.86, -0.29, -0.82, -1.05, 1.37, -0.34, -0.37

(7)
Density functional theory data (ωB97M-V/def2-TZVPD) for a structure of composition C3H4DyO3.

As for the charge: +1. The LUMO energy (spin up / spin down) comes out at -0.25990 / -0.20391 Eh. As for the orbital gap (spin up / spin down): 5.450 / 7.754 eV. The expectation value of S² is 9.777. The calculation puts the energy above the lowest of the compared OMol25 structures with the same formula, charge and spin at 224.2 kJ/mol. The calculation puts the HOMO energy (spin up / spin down) at -12.52 / -13.30 eV. As for the spin multiplicity: 6.

Geometry as XYZ:
```
11
Properties=species:S:1:pos:R:3:forces:R:3
Dy -0.550906 0.119202 -0.067399 -0.037 0.132 0.091
O 1.346878 -1.111716 -0.059895 2.649 0.526 0.308
O 1.493942 1.071018 0.144346 2.278 -0.871 0.171
O 3.374890 -0.165175 0.198970 1.656 -0.143 0.157
C 2.142580 -0.073567 0.104106 -6.115 0.359 -0.621
C -3.128377 0.674996 -0.082038 0.768 -1.846 1.523
C -4.055270 -0.231987 -0.544910 -1.466 -0.544 0.310
H -3.932760 -1.316619 -0.473081 0.939 -0.179 -1.486
H -3.527109 0.775401 -1.298266 0.398 0.559 0.157
H -3.492710 1.290482 0.751032 -0.548 1.815 -1.586
H -5.056411 -0.004150 -0.923745 -0.521 0.191 0.977
```
Forces are in eV/Å.

Atomic partial charges in e from the Mulliken method, atoms 1 to 8: 0.87, -0.65, -0.66, -0.15, 1.28, -0.48, -0.34, 0.20

(8)
Density functional theory data (ωB97M-V/def2-TZVPD) for an isolated molecule of C3H4F2.

As for the SMILES: CC=C(F)F. The LUMO energy comes out at 0.03757 Eh. As for the orbital gap: 10.199 eV. The calculation puts the energy above the lowest of the compared OMol25 structures with the same formula, charge and spin at 46.7 kJ/mol. The calculation puts the HOMO energy at -9.18 eV.

Geometry as XYZ:
```
9
Properties=species:S:1:pos:R:3:forces:R:3
F 1.644130 -0.630029 0.051184 1.572 -0.713 -0.035
F 0.643609 1.230905 -0.026324 0.024 1.654 0.149
C -1.962370 0.041753 0.058226 -2.943 -1.361 -1.210
C 0.495046 -0.047464 -0.007109 -3.416 -2.200 -0.582
C -0.687496 -0.723561 -0.103057 2.694 1.659 1.436
H -2.133370 0.630694 -0.847456 -0.103 -0.029 -0.083
H -2.930534 -0.641141 0.128389 2.190 1.146 -0.124
H -0.509328 -1.790576 -0.044642 -0.673 0.003 -0.080
H -2.087497 0.768769 0.851615 0.655 -0.159 0.530
```
Forces are in eV/Å.

Atomic partial charges in e from the Mulliken method, atoms 1 to 8: -0.23, -0.22, -0.94, 0.44, -0.19, 0.27, 0.25, 0.32

(9)
Density functional theory data (ωB97M-V/def2-TZVPD) for an isolated molecule of C3H4F2.

As for the SMILES: C=CC(F)F. The LUMO energy comes out at 0.02657 Eh. As for the orbital gap: 11.047 eV. The calculation puts the energy above the lowest of the compared OMol25 structures with the same formula, charge and spin at 66.5 kJ/mol. The calculation puts the HOMO energy at -10.32 eV.

Geometry as XYZ:
```
9
Properties=species:S:1:pos:R:3:forces:R:3
F -2.064803 -0.480072 -0.382687 -1.126 -0.212 -1.284
F -0.929116 1.420213 -0.271943 -0.639 1.647 -0.640
C -1.013326 0.168652 0.149681 -2.437 0.996 3.369
C 1.389655 0.092247 -0.302475 -3.123 -0.880 1.960
C 0.163662 -0.517317 -0.116062 5.838 -0.510 -0.921
H 0.002808 -1.561455 -0.032600 0.407 -1.087 -0.447
H 1.432624 1.117605 0.040513 0.069 0.364 -0.851
H 2.325288 -0.414653 -0.331614 0.314 -0.600 -0.406
H -1.306793 0.174780 1.247189 0.697 0.283 -0.782
```
Forces are in eV/Å.

Atomic partial charges in e from the Mulliken method, atoms 1 to 8: -0.26, -0.23, 0.45, -0.68, -0.28, 0.35, 0.24, 0.30

(10)
Density functional theory data (ωB97M-V/def2-TZVPD) for an isolated molecule of C3H4F2S2.

As for the SMILES: CSC(=S)C(F)F. The LUMO energy comes out at -0.02254 Eh. As for the orbital gap: 8.415 eV. The calculation puts the energy above the lowest of the compared OMol25 structures with the same formula, charge and spin at 55.7 kJ/mol. The calculation puts the HOMO energy at -9.03 eV.

Geometry as XYZ:
```
11
Properties=species:S:1:pos:R:3:forces:R:3
S -1.416695 0.220652 1.692002 0.161 -0.222 0.571
S -0.344911 1.314565 -0.725508 0.424 -0.482 0.126
F 0.789895 -1.528817 -0.926249 -0.030 -0.315 -1.041
F 1.691562 -0.892602 0.915035 0.516 -0.269 0.462
C -0.356482 0.044726 0.494778 -0.654 0.020 -1.530
C 0.512980 -1.213092 0.340253 -0.354 0.782 0.619
C 0.495914 0.727891 -2.249797 -0.163 0.113 -0.043
H -0.198349 0.056425 -2.801269 0.685 0.406 0.372
H 0.060218 -2.100610 0.770432 -0.017 0.085 0.585
H 0.610839 1.677738 -2.814456 0.123 -0.701 0.262
H 1.465410 0.238590 -2.029098 -0.690 0.584 -0.383
```
Forces are in eV/Å.

Atomic partial charges in e from the Mulliken method, atoms 1 to 8: -0.22, 0.00, -0.24, -0.22, 0.11, 0.22, -0.77, 0.28